# 1
The following is a quantum chemistry calculation of a structure of composition CaH12O6, from the Open Molecules 2025 dataset.

The geometry in XYZ format:
```
19
Properties=species:S:1:pos:R:3:forces:R:3
Ca -0.032531 -0.051471 -0.427332 0.02 -0.16 0.11
O 3.824249 -0.550091 -1.101421 -0.81 0.14 0.16
H 4.304768 -1.170141 -1.649934 0.12 -0.25 -0.25
H 4.498009 -0.131313 -0.565777 0.25 0.18 0.18
O -3.781824 1.447656 -0.166150 0.74 -0.39 -0.03
H -4.268872 2.265709 -0.265219 -0.10 0.36 -0.11
H -4.363535 0.882006 0.341671 -0.28 -0.15 0.13
O -1.211551 -3.523780 1.359481 0.19 0.65 -0.35
H -1.995042 -3.665099 1.890899 -0.29 -0.04 0.18
H -0.703527 -4.328505 1.462223 0.21 -0.28 0.01
O 0.881634 4.309897 -0.492720 -0.13 -0.64 -0.02
H 1.436666 4.742823 -1.141365 0.17 0.16 -0.23
H 0.727668 4.977790 0.175450 -0.08 0.20 0.24
O -0.649091 -2.605022 -3.301561 0.18 0.60 0.59
H -1.024835 -3.484675 -3.336934 -0.16 -0.33 0.09
H -0.428940 -2.401362 -4.210562 0.07 0.07 -0.34
O 0.848593 1.081308 3.427761 -0.16 -0.19 -0.72
H 0.229398 1.148777 4.154589 -0.24 0.05 0.24
H 1.708763 1.055493 3.846902 0.32 0.02 0.13
```
Positions in Å, forces in eV/Å.

strongest force on any atom = 0.017 hartree/bohr
charge = +2
E_tot = -1135.63435 Eh

Results of the Löwdin charge analysis, in e, for atoms 1 through 2:
1. Ca 1.86
2. O -0.07

# 2
The following is a quantum chemistry calculation of a structure of composition C43H38F9N5O8TeTi at a distorted geometry, from the Open Molecules 2025 dataset.

The geometry in XYZ format:
```
105
Properties=species:S:1:pos:R:3:forces:R:3
Ti 2.020136 -1.119062 0.199855 0.49 0.74 -2.23
O 1.173266 0.847902 -1.378925 0.05 -0.09 -0.15
C 1.665226 1.023349 -2.689747 -0.01 0.01 0.16
C 1.818110 -0.315297 -3.387124 0.01 -0.09 -0.01
N 2.686198 -1.170251 -2.609439 0.02 -0.19 0.15
C 2.513493 -2.605075 -2.784671 -0.04 0.21 -0.22
C 3.121376 -3.335265 -1.596380 -0.20 0.20 0.55
O 3.826245 -4.319999 -1.747867 0.09 -0.13 -0.09
O 2.800025 -2.812869 -0.458879 0.41 -0.53 -0.24
C 4.085749 -0.768944 -2.637769 -0.04 -0.06 -0.22
C 4.695592 -0.387411 -1.286382 -0.22 -0.11 0.17
O 5.873288 -0.030770 -1.272502 0.02 0.01 -0.02
O 3.916718 -0.486118 -0.288512 0.47 0.22 0.36
H 0.266806 0.465397 -1.438259 -0.08 0.04 0.12
H 2.636495 1.515413 -2.601881 0.00 0.02 0.04
H 1.007024 1.677669 -3.272532 -0.03 0.01 -0.04
H 2.188114 -0.156766 -4.416173 -0.01 -0.01 -0.05
H 0.836477 -0.792247 -3.458509 0.02 0.00 0.02
H 2.986867 -2.986527 -3.698967 -0.03 0.04 -0.08
H 1.445486 -2.835718 -2.778177 0.00 -0.03 0.02
H 4.233296 0.085842 -3.303551 0.01 -0.02 -0.05
H 4.702837 -1.584431 -3.028489 0.02 0.01 -0.06
C -2.861288 2.660014 3.887518 0.02 0.03 0.01
C -1.974944 1.979734 2.872932 0.12 -0.07 0.08
C -0.608889 1.842571 3.101371 0.02 -0.01 -0.16
C 0.236604 1.155033 2.183830 -0.47 0.17 0.08
C 1.643433 1.201364 2.209490 0.55 0.01 0.30
O 2.414220 0.480519 1.466339 -0.18 0.20 0.25
C 2.390652 2.095653 3.141444 -0.27 -0.16 -0.19
C 1.977437 3.384593 3.484205 0.00 0.17 0.14
C 2.754878 4.187773 4.309818 -0.02 -0.09 -0.08
C 3.965573 3.720405 4.809527 -0.03 0.03 0.01
C 4.395559 2.445675 4.460744 -0.13 -0.08 -0.10
C 3.619248 1.649414 3.629895 0.31 0.04 0.11
C -0.407821 0.399882 1.131438 0.57 -0.31 -0.04
O 0.257434 -0.567040 0.547818 -1.16 0.41 0.48
C -1.725458 0.705405 0.786972 -0.70 0.09 0.11
C -2.515324 1.463393 1.710992 0.10 -0.09 -0.36
C -2.313896 0.209330 -0.472319 -0.36 0.20 0.32
N -1.576663 -0.093529 -1.466631 0.22 -0.01 -0.44
C -2.134742 -0.744442 -2.646026 0.00 0.10 0.08
C -2.923061 0.153677 -3.599162 -0.02 -0.01 0.07
Te -1.774248 1.377391 -4.911832 0.09 -0.05 -0.18
C -2.004116 3.218662 -3.932522 0.06 0.09 0.09
C -0.964215 4.139428 -4.029650 -0.02 0.17 0.14
C -1.067621 5.386876 -3.422122 0.04 -0.16 -0.08
C -2.202777 5.718006 -2.698754 0.02 0.07 0.01
C -3.237714 4.801891 -2.594366 -0.03 -0.17 -0.04
C -3.145553 3.560469 -3.214560 0.02 0.19 -0.02
C -3.830302 0.173930 -0.582976 0.25 -0.12 0.15
C -4.516681 1.348586 -0.885708 -0.04 0.04 0.11
C -5.893850 1.343444 -1.065084 0.08 -0.03 0.05
C -6.606314 0.156453 -0.940356 0.04 0.01 -0.02
C -5.930637 -1.015358 -0.631214 0.08 0.03 0.01
C -4.551014 -1.007068 -0.449255 -0.10 0.03 -0.01
H -2.287702 3.338397 4.523360 0.00 0.00 -0.02
H -3.352096 1.935350 4.544118 0.01 -0.01 0.00
H -3.648338 3.240549 3.399402 0.01 -0.01 0.00
H -0.168933 2.283901 3.988755 -0.11 -0.09 -0.02
H 1.041808 3.758114 3.086482 0.11 0.07 -0.01
H 2.418967 5.189638 4.552913 0.00 0.00 0.00
H 4.571681 4.346650 5.453719 0.00 0.01 0.00
H 5.345236 2.073363 4.827743 -0.01 -0.01 0.00
H 3.966135 0.671610 3.320133 -0.01 0.02 -0.01
H -3.569842 1.615658 1.519073 -0.01 -0.02 -0.07
H -2.791988 -1.567960 -2.366984 -0.04 -0.07 0.13
H -1.295421 -1.203597 -3.168592 -0.02 -0.07 -0.05
H -3.580869 0.832119 -3.062106 -0.01 -0.08 -0.05
H -3.552112 -0.449001 -4.252301 0.02 -0.05 -0.03
H -0.052378 3.877272 -4.553022 -0.01 -0.01 -0.01
H -0.242893 6.085549 -3.492328 -0.01 -0.01 0.00
H -2.274818 6.680439 -2.207829 0.00 -0.01 0.00
H -4.124633 5.045475 -2.021708 0.00 0.01 0.00
H -3.969945 2.866035 -3.124151 0.00 0.01 -0.08
H -3.953992 2.271607 -0.978292 -0.04 -0.05 0.06
H -6.410201 2.266960 -1.300098 0.00 0.01 0.00
H -7.680324 0.146373 -1.082255 0.00 0.00 0.00
H -6.473820 -1.947048 -0.530237 -0.01 0.00 0.00
H -4.031536 -1.921325 -0.207331 0.05 -0.09 0.01
N 5.291890 -2.518625 3.988418 -0.09 0.03 0.21
C 3.948853 -2.304606 3.700486 0.06 -0.04 -0.34
C 3.521886 -2.263076 2.365795 0.52 -0.28 0.12
N 2.264403 -2.037611 2.068118 -0.12 -0.16 0.84
C 1.386729 -1.904573 3.068142 -0.18 -0.05 0.30
C 1.819585 -1.969284 4.376994 -0.14 0.01 -0.30
N 3.100781 -2.149638 4.700579 0.08 -0.03 0.28
H 5.934218 -2.215549 3.272683 -0.05 0.01 -0.04
H 5.539209 -2.188906 4.909691 0.02 -0.02 -0.03
H 4.209122 -2.384999 1.536011 -0.01 0.07 0.00
H 0.352382 -1.729971 2.805323 0.08 0.03 -0.01
H 1.108580 -1.840343 5.184356 0.07 -0.03 0.04
F -0.138676 -6.268143 0.524613 -0.11 -0.27 0.16
C 0.434901 -5.212764 -0.105075 -0.02 0.22 -0.03
F 1.377102 -4.742058 0.705552 -0.13 -0.10 0.14
F 1.050017 -5.698901 -1.186827 0.07 -0.17 -0.29
C -0.594381 -4.096778 -0.517079 0.10 -0.23 0.25
O -0.010089 -3.007038 -0.904667 0.08 0.33 -0.20
C -1.518365 -3.853523 0.748076 0.27 0.03 -0.26
F -0.821415 -3.881346 1.895373 0.19 -0.09 0.23
F -2.524119 -4.740804 0.896148 -0.29 -0.29 0.05
F -2.070945 -2.647128 0.690422 -0.33 0.35 -0.10
C -1.503693 -4.688831 -1.671027 0.10 0.29 0.24
F -2.648715 -3.979912 -1.771122 -0.32 0.26 0.01
F -0.897140 -4.580484 -2.849014 0.25 0.05 -0.35
F -1.880835 -5.972193 -1.557356 -0.06 -0.47 0.19
```
Positions in Å, forces in eV/Å.

strongest force on any atom = 0.047 hartree/bohr
multiplicity = 3
charge = -2
E_tot = -4553.64041 Eh
<S²> = 2.039

Results of the Löwdin charge analysis, in e, for atoms 1 through 2:
1. Ti 1.16
2. O -0.09

# 3
The following is a quantum chemistry calculation of a cluster of 3 separate species, C2H10N2O2 in total at a distorted geometry, from the Open Molecules 2025 dataset.

The geometry in XYZ format:
```
16
Properties=species:S:1:pos:R:3:forces:R:3
C 1.404615 -1.039546 -0.937308 -0.01 -0.17 0.53
N 1.378758 -1.290539 0.474522 -1.81 -1.52 1.67
C 0.262460 -1.737386 1.186630 -0.08 1.52 0.97
N 0.294315 -1.567768 2.488222 -0.96 -0.37 -2.03
H 0.418505 -1.096300 -1.384726 -0.33 0.74 0.08
H 1.943562 -1.774948 -1.473449 0.85 -1.13 -0.39
H 1.965899 -0.141376 -1.084862 -0.27 0.91 -0.45
H 1.789750 -0.721604 1.187135 1.23 0.68 -0.55
H -0.636513 -1.980858 0.567924 0.68 -0.21 0.53
H -0.651262 -1.646128 2.894238 0.68 -0.44 -0.33
H -5.505516 0.112933 -1.322006 1.92 0.23 0.30
H -4.907433 0.071002 -2.621112 1.34 0.21 0.78
O -4.568964 0.180747 -1.690493 -3.25 -0.44 -1.07
H 2.075654 4.926650 0.898807 0.23 -0.43 -0.12
H 2.765583 3.570778 0.463154 -0.71 0.81 0.09
O 1.970594 4.134342 0.353325 0.49 -0.38 0.02
```
Positions in Å, forces in eV/Å.

strongest force on any atom = 0.067 hartree/bohr
E_tot = -342.13937 Eh

Results of the Löwdin charge analysis, in e, for atoms 1 through 2:
1. C -0.10
2. N -0.08

# 4
The following is a quantum chemistry calculation of a structure of composition C33H33F2GeN3NiO2SSi at a distorted geometry, from the Open Molecules 2025 dataset.

The geometry in XYZ format:
```
77
Properties=species:S:1:pos:R:3:forces:R:3
Ni 1.211487 -0.429783 -0.597178 0.28 1.01 -0.69
C 5.302839 0.337187 4.625783 -0.20 -0.05 0.02
Si 3.762925 -0.695996 4.222021 0.17 -0.04 0.33
C 4.387706 -2.332261 3.537264 -0.14 0.17 -0.07
C 2.829648 -1.038114 5.834059 0.10 0.06 -0.18
C 2.692019 0.402136 3.122318 0.06 -0.01 -0.16
C 2.513834 1.728483 3.486102 0.09 -0.16 0.04
C 1.868735 2.638116 2.649220 -0.01 0.03 0.04
C 1.438909 2.186578 1.419869 -0.03 0.17 -0.04
N 1.547349 0.911551 1.056733 -0.22 -0.13 -0.30
C 2.120676 0.004867 1.885581 -0.02 -0.16 0.13
S 2.026296 -1.596373 1.289339 0.03 0.08 0.03
H 5.962552 -0.195886 5.315029 -0.02 -0.03 0.00
H 5.048577 1.296207 5.083769 0.00 -0.02 0.00
H 5.867256 0.547331 3.714579 -0.02 -0.01 -0.02
H 5.109734 -2.771662 4.232742 -0.01 0.10 0.06
H 4.878446 -2.194015 2.572923 -0.02 0.01 -0.01
H 3.575340 -3.040818 3.384222 -0.02 0.00 -0.01
H 3.466624 -1.574533 6.542076 0.00 -0.01 0.00
H 1.945082 -1.649432 5.643149 0.00 0.00 -0.03
H 2.498831 -0.112921 6.312148 0.01 0.01 -0.02
H 2.899365 2.072885 4.441887 0.00 0.04 -0.03
H 1.722498 3.667860 2.943584 0.01 0.02 -0.06
H 0.969922 2.855249 0.705769 0.00 -0.04 0.00
O 1.034730 -2.192182 -1.544638 -0.06 -0.12 -0.19
N 0.584805 -2.251442 -2.718921 0.01 0.03 0.05
N 0.259944 -1.121442 -3.222248 0.02 -0.06 0.02
O 0.396921 0.026966 -2.606062 -0.01 0.26 0.57
C -0.258865 -1.116269 -4.544508 -0.11 0.00 -0.25
C -0.239371 0.075244 -5.255478 0.03 0.05 0.18
C -0.730464 0.104090 -6.550540 -0.01 -0.07 -0.05
C -1.245757 -1.046434 -7.128303 -0.03 0.02 -0.08
C -1.266862 -2.232750 -6.406005 0.01 0.06 -0.05
C -0.776884 -2.276117 -5.113210 0.03 0.02 0.09
H 0.160653 0.955318 -4.772508 0.01 -0.01 -0.04
H -0.698538 1.025470 -7.118121 -0.03 0.03 0.04
H -1.634514 -1.019704 -8.139051 0.01 0.00 0.01
H -1.674004 -3.128280 -6.858414 0.00 -0.02 0.05
H -0.796832 -3.186580 -4.535010 -0.01 -0.02 0.01
F 3.205925 -0.018541 -2.632716 0.20 -0.06 -0.33
C 2.818922 0.516628 -1.422710 -0.02 -0.93 0.60
F 3.961221 0.505616 -0.640365 0.37 0.20 0.06
H 2.594980 1.576890 -1.612865 -0.09 0.05 -0.04
C -4.034050 -1.985897 -3.410580 -0.02 -0.02 -0.02
C -3.354594 -2.766476 -2.485781 -0.01 -0.03 -0.01
C -2.534714 -2.164995 -1.540445 0.06 0.01 0.07
C -2.384293 -0.778065 -1.489657 0.41 0.00 0.08
C -3.061807 -0.012651 -2.437781 0.02 0.05 0.11
C -3.882807 -0.607184 -3.386729 -0.05 0.01 -0.02
Ge -1.109430 0.030178 -0.178776 -1.41 -0.25 0.50
C -1.385987 1.996876 -0.354353 0.35 -0.24 -0.15
C -2.005963 2.758956 0.633684 -0.05 -0.13 0.03
C -2.123887 4.137298 0.504644 -0.02 0.03 0.02
C -1.625299 4.778127 -0.620540 0.00 0.02 0.00
C -1.005656 4.033683 -1.615749 0.00 0.03 0.00
C -0.880340 2.658085 -1.477728 0.03 -0.04 0.01
C -1.907699 -0.418042 1.604503 0.34 -0.03 -0.20
C -2.996995 -1.276821 1.744154 -0.03 0.08 -0.10
C -3.444646 -1.674087 2.997483 -0.04 -0.02 0.05
C -2.806557 -1.220070 4.142421 -0.01 -0.01 0.01
C -1.727076 -0.355505 4.025118 0.01 0.03 0.03
C -1.284970 0.035611 2.769823 0.02 0.02 -0.03
H -4.671825 -2.452128 -4.152531 0.02 0.01 0.00
H -3.455783 -3.845832 -2.509141 0.01 0.02 0.02
H -1.992248 -2.781531 -0.829990 0.00 -0.04 -0.05
H -2.945747 1.065001 -2.429221 -0.02 0.01 -0.04
H -4.405055 0.005766 -4.112711 0.03 0.00 0.01
H -2.400801 2.265982 1.515459 0.01 0.04 0.01
H -2.604288 4.713980 1.286948 0.00 -0.02 -0.01
H -1.717410 5.853260 -0.720331 0.00 -0.01 0.00
H -0.615199 4.528451 -2.497795 0.02 -0.02 0.01
H -0.376834 2.076430 -2.241942 -0.02 0.06 -0.03
H -3.509957 -1.632871 0.858177 -0.01 -0.05 0.04
H -4.291226 -2.346452 3.081163 0.01 0.01 -0.01
H -3.145178 -1.540960 5.120581 -0.01 0.01 -0.01
H -1.217980 0.003391 4.912555 0.00 0.01 -0.01
H -0.436358 0.705357 2.693756 0.03 -0.02 0.06
```
Positions in Å, forces in eV/Å.

strongest force on any atom = 0.029 hartree/bohr
multiplicity = 2
charge = -1
E_tot = -6064.68350 Eh
<S²> = 1.201

Results of the Löwdin charge analysis, in e, for atoms 1 through 2:
1. Ni 0.22
2. C -0.19

# 5
The following is a quantum chemistry calculation of the ion C4H12BFO2P with charge -1, from the Open Molecules 2025 dataset.

The geometry in XYZ format:
```
21
Properties=species:S:1:pos:R:3:forces:R:3
C 0.784319 -0.773667 2.361405 -0.06 -0.13 -0.04
C -0.343546 0.105372 1.809801 -0.04 0.02 -0.01
O -1.028947 -0.518674 0.761001 0.00 -0.11 -0.14
B -0.836923 0.010775 -0.595745 0.12 0.04 0.13
F -1.682056 1.143340 -0.821182 -0.07 0.05 0.01
C 0.705503 0.387039 -1.020923 -0.09 0.07 -0.16
C 1.027669 1.893211 -0.982349 -0.03 -0.04 0.04
P -1.491206 -1.476154 -1.762717 0.03 0.04 0.07
O -1.713734 -1.256295 -3.232614 -0.04 0.02 -0.27
H 1.133652 -1.433774 1.566807 0.04 0.05 0.00
H 0.429338 -1.402253 3.181476 0.03 -0.03 -0.03
H 1.634640 -0.188190 2.716586 -0.02 0.05 0.07
H 0.056710 1.073197 1.494697 0.06 0.02 -0.01
H -1.063034 0.312204 2.611386 0.02 0.07 0.04
H 0.866253 0.045227 -2.051729 0.08 -0.02 0.06
H 1.432530 -0.164436 -0.415101 -0.06 -0.03 0.06
H 2.096481 2.091352 -0.847420 0.00 -0.01 -0.07
H 0.494023 2.407378 -0.180255 0.02 0.00 0.03
H 0.712611 2.374032 -1.910169 -0.01 0.02 0.03
H -2.627008 -2.068547 -1.136847 -0.01 -0.03 0.08
H -0.587275 -2.561136 -1.546107 0.02 -0.06 0.13
```
Positions in Å, forces in eV/Å.

strongest force on any atom = 0.005 hartree/bohr
charge = -1
E_tot = -776.31034 Eh

Results of the Löwdin charge analysis, in e, for atoms 1 through 2:
1. C -0.08
2. C -0.30

# 6
The following is a quantum chemistry calculation of a cluster of 2 separate species, C3H4S2 in total at a distorted geometry, from the Open Molecules 2025 dataset.

The geometry in XYZ format:
```
9
Properties=species:S:1:pos:R:3:forces:R:3
C 2.078423 0.082899 0.831667 0.60 -0.19 1.47
C -0.591156 -0.480353 -0.901292 0.93 -0.20 0.01
C -0.475848 -0.322390 0.568451 0.50 -1.00 -2.80
S 2.929683 -0.455421 -0.332762 0.29 -0.16 -0.98
S -0.800721 -1.951638 0.161901 -0.21 0.18 0.16
H 2.186044 0.957131 1.472603 -0.48 0.19 -0.30
H -1.342567 -0.113275 -1.556463 -1.61 0.24 0.35
H 0.244737 -0.542371 -1.595016 0.82 -0.09 0.82
H -0.930457 0.348774 1.209721 -0.84 1.02 1.26
```
Positions in Å, forces in eV/Å.

strongest force on any atom = 0.059 hartree/bohr
multiplicity = 3
E_tot = -912.87112 Eh
<S²> = 2.010

Results of the Löwdin charge analysis, in e, for atoms 1 through 2:
1. C -0.61
2. C -0.47